(1)
Computed, not measured: the molecule C19H21N3O4S, with the ωB97M-V functional and the def2-TZVPD basis.

Each line ends with the Löwdin charge.
Cartesian coordinates (Å):
C: 2.19601 -1.88533 0.48267  -0.0341
C: 1.99831 -0.43657 0.15075  -0.2714
C: 1.65064 0.47270 1.14080  -0.0051
C: 1.48875 1.82491 0.86575  -0.2339
C: 1.70388 2.26774 -0.43271  -0.0491
C: 2.07159 1.37534 -1.42418  -0.0837
C: 2.21199 0.02847 -1.14009  -0.0564
H: 2.49954 -0.66483 -1.91782  0.1193
H: 2.26748 1.73698 -2.42381  0.1072
H: 1.57903 3.31348 -0.66433  0.1145
C: 1.19240 2.81902 1.95788  -0.1302
H: 2.10072 2.93128 2.55793  0.1261
H: 0.95897 3.78524 1.51159  0.1110
C: 0.04311 2.44437 2.89754  -0.2211
N: -1.21335 3.00988 2.44923  -0.1341
S: -1.80902 2.81534 0.91046  0.6491
O: -1.03291 3.58120 -0.01524  -0.2743
O: -3.20788 3.10589 1.03062  -0.2849
C: -1.61596 1.08042 0.50100  -0.2657
C: -1.20910 0.76611 -0.77512  0.0078
C: -1.01824 -0.56305 -1.14530  -0.1274
C: -1.22495 -1.57519 -0.18513  -0.1344
C: -1.67893 -1.22771 1.08810  0.0042
C: -1.88548 0.09520 1.42993  -0.0630
H: -2.25678 0.35482 2.40832  0.1186
H: -1.87144 -1.99222 1.82115  0.1056
N: -0.96855 -2.89163 -0.52055  -0.0085
C: -0.44341 -3.25821 -1.73601  -0.3361
O: -0.13976 -4.40468 -1.98289  0.1083
C: -0.28651 -2.17942 -2.78302  -0.3333
O: 0.10781 -2.45699 -3.89426  0.1087
N: -0.63066 -0.90135 -2.42667  -0.0016
C: -0.55912 0.11952 -3.45335  0.0044
H: 0.21052 0.85189 -3.21379  0.0800
H: -1.52362 0.61636 -3.55509  0.1084
H: -0.30367 -0.38243 -4.38575  0.0963
C: -1.19202 -3.94990 0.44451  -0.0103
H: -2.24049 -3.98084 0.74067  0.1032
H: -0.92647 -4.88701 -0.04341  0.0934
H: -0.55985 -3.81473 1.32243  0.0960
H: -1.02584 1.58154 -1.45135  0.1127
H: -1.97036 2.91015 3.10634  0.1057
H: -0.02462 1.35188 2.99867  0.0964
H: 0.23443 2.86482 3.88950  0.1244
H: 1.52466 0.11010 2.15218  0.1213
H: 3.23437 -2.06054 0.76617  0.0892
H: 1.56757 -2.18256 1.31970  0.0724
H: 1.97721 -2.51942 -0.37401  0.0743

- E (eV) = -43540.3121
- E_HOMO (eV) = -8.64
- relative energy (zero: lowest compared OMol25 entry of this formula, charge and spin) (kJ/mol) = 95.2
- LUMO (eV) = 0.1
- SMILES = Cc1cccc(CCNS(=O)(=O)c2ccc3c(c2)n(C)c(=O)c(=O)n3C)c1

(2)
Computed, not measured: a structure of composition C19H21N3S4SbTeV, with the ωB97M-V functional and the def2-TZVPD basis.

Each line ends with the Löwdin charge.
Cartesian coordinates (Å):
V: 2.79972 -0.92712 0.31741  -0.0768
S: 6.63556 -3.40607 -1.75960  -0.3047
Sb: 5.50858 -1.73079 -0.71716  -0.1517
S: 3.46319 -1.09193 -1.91068  -0.1026
S: 4.27664 -2.45118 1.25144  -0.0982
S: 6.62005 0.20156 -0.16271  -0.2360
C: 4.28395 4.33398 1.06453  -0.0980
C: 4.88617 2.97589 0.70220  -0.2531
C: 3.89705 1.91224 0.68840  -0.1986
N: 3.09965 1.08780 0.66777  0.0530
H: 5.05592 5.10077 1.02624  0.0696
H: 3.86458 4.31673 2.07066  0.0735
H: 3.49339 4.60684 0.36582  0.0745
H: 5.66165 2.66790 1.40303  0.1026
H: 5.35866 2.96949 -0.28282  0.1023
Te: -0.50849 1.13077 0.27587  1.3190
C: -2.27846 2.31763 0.13858  -0.5484
C: -2.62975 2.90059 -1.07523  -0.1426
C: -3.79078 3.65306 -1.17999  -0.0944
C: -4.60275 3.84085 -0.06963  -0.1026
C: -4.25151 3.27090 1.14522  -0.1005
C: -3.09373 2.50819 1.24840  -0.1577
C: -1.41775 -0.40488 -0.86507  -0.5488
C: -2.54124 -1.06770 -0.38357  -0.1485
C: -3.15612 -2.04350 -1.15686  -0.0988
C: -2.64789 -2.36165 -2.41065  -0.0988
C: -1.52167 -1.70820 -2.88534  -0.0861
C: -0.90358 -0.73176 -2.11469  -0.1454
H: -1.99445 2.75938 -1.94065  0.0943
H: -4.05846 4.09687 -2.13094  0.0995
H: -5.50681 4.43105 -0.15092  0.0964
H: -4.88020 3.41454 2.01517  0.0971
H: -2.82537 2.05536 2.19494  0.0837
H: -2.94139 -0.81540 0.59135  0.0933
H: -4.03618 -2.55139 -0.78134  0.0973
H: -3.12860 -3.12278 -3.01255  0.0975
H: -1.11131 -1.96327 -3.85436  0.1069
H: -0.01329 -0.23437 -2.48211  0.0948
C: -1.49792 -3.90190 2.33269  -0.0166
N: -0.53801 -3.35918 1.39510  -0.1218
C: -0.26908 -3.83016 0.12971  -0.0510
C: 0.65933 -2.99047 -0.39715  -0.1289
N: 0.97308 -2.02069 0.53219  -0.0793
C: 0.23638 -2.27728 1.58942  -0.1799
H: -2.01580 -4.73189 1.85909  0.0880
H: -2.23198 -3.14635 2.61120  0.0877
H: -0.99947 -4.26771 3.22980  0.0916
H: -0.76220 -4.69820 -0.27139  0.1194
H: 1.15453 -3.01283 -1.35274  0.0920
H: 0.22615 -1.70375 2.50195  0.1353

- E (eV) = -107376.0664
- E_HOMO (alpha / beta) (eV) = -3.45 / -2.94
- multiplicity = 2
- charge = -1
- LUMO (alpha / beta) (eV) = 1.8 / 1.8

(3)
Computed, not measured: the molecule C19H21N5O4S in a non-equilibrium geometry, with the ωB97M-V functional and the def2-TZVPD basis.

Each line ends with the Löwdin charge.
Cartesian coordinates (Å):
C: -0.95724 4.72183 2.14771  -0.1062
C: -1.14579 4.58361 0.64232  -0.2158
H: -2.12594 4.97290 0.36126  0.1124
C: -1.05437 3.14478 0.12921  -0.1384
N: 0.28619 2.58460 0.25686  0.0780
C: 0.67223 1.80678 1.30805  -0.2407
N: -0.13122 1.65076 2.35509  0.2232
H: -1.11108 1.86443 2.29583  0.1026
H: 0.19602 0.94605 3.02524  0.0923
C: 1.92371 1.16808 1.27689  -0.0571
C: 2.17125 0.10527 2.23016  -0.4239
O: 1.60385 0.00260 3.31095  0.0449
C: 3.16181 -0.97422 1.85424  -0.3291
H: 4.16262 -0.55517 1.74324  0.0854
H: 3.14523 -1.74410 2.62624  0.0903
S: 2.83790 -1.77621 0.24661  1.0584
C: 1.13351 -1.62393 0.07447  -0.6471
N: 0.26410 -1.03461 0.83762  0.0531
N: -0.92931 -1.12813 0.20666  0.1136
C: -0.73534 -1.76649 -0.89696  -0.3458
O: 0.56736 -2.11712 -1.05036  0.0929
C: -1.74594 -2.17254 -1.90001  -0.0564
C: -2.10499 -3.62109 -1.65393  -0.2274
C: -1.72865 -4.61264 -2.54698  -0.0407
C: -2.04701 -5.93634 -2.29357  -0.0823
C: -2.73593 -6.27738 -1.14297  -0.0911
C: -3.10603 -5.29085 -0.24357  -0.0781
C: -2.79079 -3.96838 -0.49676  -0.0386
H: -3.06824 -3.19506 0.20487  0.1146
H: -3.63956 -5.55261 0.65803  0.1032
H: -2.98176 -7.31000 -0.94523  0.1009
H: -1.75292 -6.70175 -2.99629  0.1024
H: -1.18644 -4.35155 -3.44442  0.1120
H: -2.62223 -1.53539 -1.77617  0.1313
H: -1.33202 -2.04825 -2.90128  0.1264
C: 2.87408 1.47714 0.24051  -0.3960
O: 4.01687 1.06432 0.16915  0.0292
N: 2.40736 2.37560 -0.72903  0.0363
C: 1.14317 2.88091 -0.80364  -0.4367
O: 0.77272 3.56269 -1.73347  0.0954
C: 3.30382 2.74901 -1.81018  0.0015
H: 3.41568 3.83223 -1.83593  0.0995
H: 2.89488 2.41595 -2.76383  0.0993
H: 4.26110 2.26983 -1.61931  0.0883
H: -1.27760 3.14924 -0.94128  0.1256
H: -1.77435 2.49224 0.62521  0.1210
H: -0.39296 5.17560 0.11981  0.1102
H: -1.01477 5.77023 2.42956  0.0721
H: -1.73463 4.18639 2.68911  0.0693
H: 0.01162 4.34074 2.46028  0.0662

- E (eV) = -46520.8533
- E_HOMO (eV) = -8.45
- relative energy (zero: lowest compared OMol25 entry of this formula, charge and spin) (kJ/mol) = 71.3
- LUMO (eV) = 0.6
- SMILES = CCCn1c(N)c(C(=O)CSc2nnc(Cc3ccccc3)o2)c(=O)n(C)c1=O

(4)
Computed, not measured: a structure of composition C19H21NO4 in a non-equilibrium geometry, with the ωB97M-V functional and the def2-TZVPD basis.

Each line ends with the Löwdin charge.
Cartesian coordinates (Å):
C: -6.15214 -2.23311 0.72518  0.0215
H: -5.59885 -2.34820 1.62973  0.0583
O: -5.07845 -2.21826 -0.40571  -0.0517
C: -4.20432 -1.39366 -0.45843  -0.3892
C: -3.33260 -1.65575 -1.63978  0.1503
C: -2.39133 -0.64802 -1.57078  0.0558
C: -2.28107 0.35521 -0.55459  -0.1578
C: -3.11151 0.61789 0.22230  -0.1696
C: -4.17388 -0.30128 0.39194  0.0519
H: -4.77256 -0.28159 1.29933  0.0911
O: -2.91466 1.82353 1.22432  -0.0658
C: -3.85010 1.93335 2.16986  -0.1574
H: -3.35509 2.54061 2.67460  0.0151
H: -3.72966 1.07919 3.00584  0.1457
H: -4.77449 2.00891 1.78941  0.0658
C: -1.19140 1.48596 -0.77445  -0.3324
O: -1.33511 2.44987 -1.31051  0.2221
C: 0.19732 1.06182 -0.41347  -0.1254
C: 0.61704 -0.00916 0.03236  -0.1269
C: 1.76496 -0.40098 0.59161  -0.0190
C: 2.81907 0.43346 0.18921  -0.0944
C: 2.45576 1.77773 -0.14941  -0.0481
C: 1.28879 2.12242 -0.62313  0.0190
H: 1.01643 3.02074 -0.94520  0.0678
H: 3.35532 2.58271 -0.68097  0.1807
N: 4.22995 0.18109 0.69412  -0.0864
C: 5.31138 0.36252 -0.08374  -0.3130
H: 5.11772 1.57195 -0.73702  0.2067
C: 5.65126 -0.66266 -0.86486  -0.2506
O: 6.04618 -1.82035 -0.14750  -0.0377
C: 4.90660 -2.06061 0.50084  -0.3294
C: 4.42830 -1.05214 1.34810  -0.2315
H: 3.64632 -1.27694 2.11705  0.1504
H: 5.27799 -0.90085 2.10912  0.1599
H: 5.17915 -3.10960 1.12945  0.2053
H: 4.10468 -2.24959 -0.07511  0.0919
H: 6.67563 -0.38083 -1.68767  0.2276
H: 4.92549 -0.81805 -1.43335  0.0525
H: 6.09957 0.84347 0.61985  0.1604
H: 1.84558 -1.29238 1.00561  0.0606
H: -0.20499 -0.90393 0.41433  0.2048
H: -1.78091 -0.57169 -2.20586  0.0148
H: -3.58008 -2.33103 -2.15699  0.0072
H: -6.93012 -3.20840 0.49263  0.1476
H: -6.87175 -1.23435 0.52155  0.1515

- E (eV) = -29705.1500
- E_HOMO (eV) = -8.12
- relative energy (zero: lowest compared OMol25 entry of this formula, charge and spin) (kJ/mol) = 1944.7
- LUMO (eV) = 0.5

(5)
Computed, not measured: the molecule C19H21NO4, with the ωB97M-V functional and the def2-TZVPD basis.

Each line ends with the Löwdin charge.
Cartesian coordinates (Å):
C: -2.85846 -3.26568 0.68631  -0.0814
H: -2.77001 -4.34788 0.60418  0.0943
O: -2.37481 -2.75189 -0.53552  -0.0921
C: -2.28745 -1.39889 -0.67334  -0.2868
C: -2.66576 -0.47557 0.29426  -0.0137
C: -2.45848 0.87410 0.07287  -0.0265
C: -1.88800 1.33821 -1.10356  -0.2449
C: -1.56016 0.41200 -2.08738  -0.0486
C: -1.75835 -0.93827 -1.88047  -0.0209
H: -1.49723 -1.66323 -2.63652  0.1214
H: -1.13508 0.75027 -3.02195  0.1180
C: -1.54164 2.79259 -1.24567  -0.1241
H: -1.73551 3.14963 -2.25791  0.1153
H: -2.13946 3.37609 -0.54570  0.1119
C: -0.04861 3.01505 -0.91747  -0.1477
N: 0.37866 2.21387 0.20945  0.0835
C: -0.05510 2.43462 1.46127  -0.4863
O: -0.65667 3.42129 1.82322  0.0726
C: 0.30562 1.31980 2.45535  -0.0376
H: 1.01219 1.71579 3.19054  0.1447
H: -0.60558 1.00205 2.97355  0.1354
O: 0.90911 0.20890 1.80728  -0.0021
C: 0.30527 -0.98281 1.85732  -0.4605
O: -0.68382 -1.22053 2.49729  0.1057
C: 1.03817 -1.99971 1.00002  -0.0165
C: 2.10285 -1.35992 0.15704  -0.2286
C: 1.75545 -0.72048 -1.02786  -0.0482
C: 2.71783 -0.07969 -1.78826  -0.0770
C: 4.03913 -0.07182 -1.37412  -0.0869
C: 4.39273 -0.71066 -0.19831  -0.0760
C: 3.42965 -1.34883 0.56407  -0.0340
H: 3.71174 -1.84228 1.48302  0.1154
H: 5.42232 -0.71131 0.12760  0.1032
H: 4.79044 0.42761 -1.96730  0.1014
H: 2.43594 0.41149 -2.70835  0.1037
H: 0.72563 -0.73552 -1.35695  0.0934
H: 0.28848 -2.49684 0.37957  0.1284
H: 1.46272 -2.74860 1.67279  0.1366
H: 0.81424 1.32447 0.00972  0.1100
H: 0.57731 2.73819 -1.76674  0.1164
H: 0.11448 4.06814 -0.67602  0.1226
H: -2.73991 1.58065 0.84012  0.1224
H: -3.09770 -0.79388 1.22847  0.1087
H: -2.26343 -2.91035 1.53299  0.0779
H: -3.90875 -3.00016 0.84106  0.0974

- E (eV) = -29724.7989
- E_HOMO (eV) = -8.43
- relative energy (zero: lowest compared OMol25 entry of this formula, charge and spin) (kJ/mol) = 48.8
- LUMO (eV) = 0.8
- SMILES = COc1ccc(CCNC(=O)COC(=O)Cc2ccccc2)cc1